{
  "formula": "C5H8O2",
  "method": "ωB97M-V/def2-TZVPD",
  "species": ["C", "C", "C", "O", "C", "C", "O", "H", "H", "H", "H", "H", "H", "H", "H"],
  "positions_angstrom": [[-1.367, -0.449, -0.861], [-0.733, -0.732, 0.508], [0.274, 0.208, 1.112], [0.899, -0.083, 2.118], [0.710, 1.338, 0.284], [1.751, 0.145, -0.419], [1.683, -0.078, -1.592], [-1.968, 0.467, -0.852], [-2.034, -1.282, -1.103], [-0.647, -0.365, -1.683], [-0.278, -1.727, 0.542], [-1.488, -0.698, 1.292], [0.062, 1.646, -0.543], [0.897, 2.222, 0.933], [2.240, -0.611, 0.265]],
  "forces_ev_per_angstrom": [[-0.045, 0.016, 0.045], [-0.332, -0.220, 0.246], [-0.436, -0.286, 0.457], [-0.724, 0.168, -0.065], [0.696, -0.568, -0.490], [0.035, 0.866, -0.659], [0.155, 0.460, 0.584], [0.069, -0.150, 0.048], [0.035, 0.174, 0.026], [-0.085, -0.058, 0.324], [-0.151, 0.025, 0.051], [-0.448, -0.448, -0.010], [0.148, -0.338, 0.185], [1.148, -0.797, -0.629], [-0.065, 1.154, -0.112]],
  "mulliken_charge": [-1.19, -0.14, 0.38, -0.59, -0.56, -0.07, -0.40, 0.30, 0.35, 0.31, 0.31, 0.32, 0.30, 0.33, 0.36],
  "homo_ev": -9.74,
  "smiles": "CCC(=O)CC=O",
  "max_force_ev_per_a": 1.5,
  "molar_mass_g_mol": 100.117,
  "de_lowest_kcal_mol": 47.4,
  "orbital_gap_ev": 9.78,
  "spin_multiplicity": 1
}

***

{
  "formula": "C6H33NO12",
  "method": "ωB97M-V/def2-TZVPD",
  "species": ["C", "C", "C", "C", "C", "N", "C", "O", "H", "H", "H", "H", "H", "H", "H", "H", "H", "H", "H", "O", "H", "H", "O", "H", "H", "O", "H", "H", "O", "H", "H", "O", "H", "H", "O", "H", "H", "O", "H", "H", "O", "H", "H", "O", "H", "H", "O", "H", "H", "O", "H", "H"],
  "positions_angstrom": [[1.818, -1.890, -0.802], [1.693, -1.375, 0.434], [2.642, -1.034, 1.499], [0.239, -0.964, 0.675], [0.044, 0.509, 1.230], [-0.981, 0.780, 2.217], [-0.110, 1.235, -0.094], [-1.116, 1.758, -0.508], [2.768, -2.328, -1.011], [1.012, -2.216, -1.426], [3.686, -1.122, 1.161], [2.646, -1.672, 2.401], [2.507, -0.038, 1.927], [-0.415, -1.169, -0.157], [-0.159, -1.554, 1.437], [0.944, 0.859, 1.834], [-1.882, 0.975, 1.790], [-0.710, 1.731, 2.514], [0.832, 1.137, -0.641], [-2.519, -1.051, -0.089], [-2.784, -1.502, -0.888], [-3.242, -0.666, 0.403], [-1.061, -1.777, 3.865], [-1.563, -2.008, 4.658], [-1.161, -0.855, 3.605], [3.055, 3.452, -1.499], [3.977, 3.466, -1.235], [2.660, 2.569, -1.421], [-4.155, 2.299, 0.178], [-3.543, 1.993, -0.523], [-4.894, 1.707, 0.010], [-1.169, 2.551, -3.509], [-0.297, 2.173, -3.364], [-1.682, 2.151, -2.799], [-1.132, -4.505, -0.579], [-0.307, -4.393, -0.107], [-1.854, -4.082, -0.117], [0.035, -3.750, 2.518], [-0.186, -3.157, 3.280], [0.984, -3.591, 2.533], [3.374, 0.876, -0.941], [3.591, 0.304, -1.680], [2.939, 0.331, -0.268], [1.809, 3.843, 2.820], [2.336, 3.797, 2.008], [0.964, 4.079, 2.424], [-3.610, 0.467, -2.775], [-3.575, 0.861, -3.654], [-2.993, -0.271, -2.898], [0.254, 0.227, -4.464], [0.411, -0.240, -5.288], [-0.122, 1.081, -4.687]],
  "forces_ev_per_angstrom": [[1.778, -0.881, 1.908], [-3.514, 0.579, -1.609], [2.057, -0.517, 0.728], [0.695, 1.365, 1.167], [0.887, 0.260, -0.343], [-0.439, 0.805, 0.305], [0.052, 0.190, 1.049], [0.360, -0.155, 0.041], [0.807, -0.153, -0.680], [-0.455, 0.479, -0.182], [-0.184, 0.175, -0.042], [-0.578, -0.136, -0.463], [0.056, -0.026, -0.337], [0.263, 0.223, -0.341], [-0.634, -1.271, 1.463], [-0.576, -0.530, -1.558], [-0.170, -0.366, -0.350], [-0.398, -0.655, 0.449], [0.053, 0.246, -0.891], [0.857, -0.025, 0.378], [-0.737, 0.044, 0.019], [-0.576, -0.106, -0.406], [0.026, -0.628, 0.550], [0.017, 0.600, -0.274], [-0.190, 0.472, 0.000], [-0.880, 0.923, -0.284], [-0.162, -0.680, 0.068], [1.082, 0.217, 0.178], [0.449, -0.698, -0.665], [0.011, 0.441, 0.504], [-0.378, 0.132, 0.167], [0.054, -0.142, -0.315], [0.144, 0.327, 0.372], [-0.118, 0.029, 0.245], [-0.098, -0.373, -1.096], [-0.181, 0.280, 0.624], [0.280, 0.194, 0.583], [0.600, 0.476, 0.942], [-0.639, -0.373, -0.937], [0.268, -0.463, -0.481], [0.010, 0.148, 0.469], [-0.144, -0.286, 0.000], [0.300, -0.046, -0.621], [-0.034, -0.145, -0.837], [0.329, -0.040, 0.357], [-0.327, 0.166, 0.363], [0.443, -0.333, -0.321], [-0.239, 0.296, 0.014], [-0.114, 0.189, 0.302], [0.182, -0.328, 0.306], [0.016, 0.093, -0.109], [-0.312, 0.010, -0.414]],
  "mulliken_charge": [-1.13, 0.38, -1.13, -0.63, 0.39, -0.58, -0.09, -0.48, 0.43, 0.30, 0.44, 0.21, 0.34, 0.24, 0.44, 0.27, 0.27, 0.29, 0.23, -0.49, 0.22, 0.21, -0.62, 0.25, 0.33, -0.67, 0.30, 0.41, -0.63, 0.32, 0.32, -0.65, 0.26, 0.38, -0.64, 0.31, 0.31, -0.63, 0.34, 0.30, -0.66, 0.32, 0.22, -0.64, 0.32, 0.32, -0.59, 0.29, 0.31, -0.58, 0.28, 0.34],
  "homo_ev": -9.49,
  "smiles": "C=C(C)C[C@H](N)C=O.O.O.O.O.O.O.O.O.O.O.O",
  "max_force_ev_per_a": 3.9,
  "molar_mass_g_mol": 311.325,
  "de_lowest_kcal_mol": 101.6,
  "orbital_gap_ev": 9.57,
  "spin_multiplicity": 1
}

***

> Which formula does entry 2 have?

C6H33NO12

***

> What is the formula in the second record?

C6H33NO12